Record 1
ORCA calculation (ωB97M-V/def2-TZVPD) on 2 unconnected molecules or ions with the total composition C5H15NO2 at a distorted geometry.

Geometry as XYZ:
```
23
Properties=species:S:1:pos:R:3:forces:R:3:mulliken_charge:R:1
C -1.93197 0.33763 0.27940 -0.6 -0.1 0.0 -0.37
C -2.60590 1.67712 -0.03931 -0.2 -0.2 1.1 -1.13
C -0.71281 0.13810 -0.62870 -0.4 1.6 0.2 -0.58
N 0.44574 0.96026 -0.18288 0.3 -1.8 0.5 -0.34
C 1.31750 0.17156 0.71004 1.1 0.4 0.0 -0.35
C 2.59217 -0.23548 -0.02944 1.2 1.3 -0.9 -0.60
O 3.06757 0.87340 -0.82690 0.3 -0.7 0.5 -0.55
H -2.64973 -0.48866 0.22889 0.1 0.0 -0.4 0.36
H -1.66200 0.34517 1.33929 0.4 0.0 -0.1 0.27
H -3.42178 1.90916 0.65208 0.0 -0.3 0.0 0.36
H -1.86759 2.44541 0.19301 -0.1 0.4 -0.7 0.28
H -3.04170 1.71712 -1.03549 0.4 0.2 -0.2 0.31
H -0.46855 -0.91525 -0.72437 0.4 0.0 0.0 0.13
H -0.95116 0.54952 -1.61326 -0.3 -0.5 -0.1 0.43
H 0.17512 1.76759 0.35708 -0.5 0.1 -0.3 0.14
H 1.62805 0.79322 1.55333 -0.1 0.0 0.0 0.45
H 0.87438 -0.72797 1.11777 -0.6 -0.2 0.2 0.31
H 3.47470 -0.35725 0.60182 -0.5 -0.7 0.5 0.36
H 2.47546 -1.08824 -0.70793 -0.2 -0.2 0.3 0.20
H 2.28539 1.16571 -1.27624 -0.8 0.6 -0.5 0.33
H -0.15096 -3.62431 -0.59227 -0.4 0.0 -0.6 0.31
H 1.03400 -3.58731 0.31907 -0.3 -0.2 0.2 0.32
O 0.09407 -3.82652 0.30498 0.7 0.2 0.3 -0.64
```
Positions in Å, forces in eV/Å.

Calculated values
Electronic energy   -404.7030 a.u.
Structure (SMILES)   CCCNCCO.O
Kohn-Sham gap   10.0 eV


Record 2
ORCA calculation (ωB97M-V/def2-TZVPD) on a molecular structure, C5H11NO at a distorted geometry.

Geometry as XYZ:
```
18
Properties=species:S:1:pos:R:3:forces:R:3:mulliken_charge:R:1
C 1.12793 -2.13648 -0.25429 -0.4 0.1 0.0 -0.72
O 0.51691 -1.07094 0.50312 -1.8 -0.9 -0.2 -0.25
H 0.80829 0.09769 0.33153 -1.3 2.7 -0.7 0.36
H 2.04259 -2.40615 0.26924 0.0 0.1 -0.1 0.25
H 1.33334 -1.80026 -1.27157 0.1 -0.1 0.0 0.33
H 0.46382 -2.99718 -0.28118 0.0 0.0 0.0 0.34
C 0.25614 2.27461 1.32133 0.3 0.3 0.2 -1.10
C 0.18375 1.43533 0.07358 2.0 -0.9 0.8 0.39
C -0.93455 -0.61966 0.14447 1.1 -2.5 -0.3 -0.04
C -1.48632 -0.98704 -1.01494 0.4 0.6 0.7 -0.73
N -0.01387 1.99662 -1.04155 -0.7 0.3 -0.3 -0.80
H -0.17818 1.31085 -1.78895 0.4 0.0 0.1 0.22
H -1.46911 -0.44017 1.06474 0.1 0.3 -0.1 0.31
H 0.98275 1.86108 2.02649 0.0 0.0 0.0 0.30
H -0.70780 2.27714 1.83658 -0.1 0.0 0.0 0.23
H 0.53981 3.31070 1.12370 -0.2 0.0 -0.1 0.38
H -0.91295 -1.22855 -1.89843 0.1 -0.2 0.1 0.27
H -2.55252 -0.87758 -1.14386 0.0 0.1 0.1 0.26
```
Positions in Å, forces in eV/Å.

Calculated values
Electronic energy   -326.9097 a.u.
Kohn-Sham gap   8.0 eV


Record 3
ORCA calculation (ωB97M-V/def2-TZVPD) on a molecular structure, C17H9ClN4O13SbSe4TcTe at a distorted geometry.

Geometry as XYZ:
```
51
Properties=species:S:1:pos:R:3:forces:R:3:mulliken_charge:R:1
Tc -0.12080 1.46245 -0.66228 -0.9 1.0 0.2 0.00
O 3.96868 2.49410 -1.68767 0.2 0.1 0.0 -0.70
Cl 2.92622 1.52990 -1.68166 -0.3 0.2 0.3 1.83
O 3.29212 0.34536 -0.99099 0.0 -0.1 0.0 -0.61
O 2.45194 1.25500 -2.99873 0.0 -0.1 -0.2 -0.63
O 1.79512 2.20532 -0.91394 0.7 -0.2 -0.2 -0.64
N 1.01020 -3.07778 8.14723 0.0 0.0 0.1 -0.57
C 0.98134 -2.50787 7.14814 0.1 0.0 0.0 0.08
C 0.94178 -1.80727 5.89680 0.0 0.0 0.0 0.59
C 0.62126 -0.44929 5.86456 0.0 0.0 0.0 -0.66
C 0.52236 0.20760 4.65402 0.0 0.0 0.0 -0.47
C 0.73786 -0.48287 3.45491 -0.2 0.0 -0.1 0.28
C 1.09232 -1.83665 3.49935 0.0 -0.1 0.0 -0.51
C 1.19015 -2.49550 4.70825 0.0 0.0 0.0 -0.62
C 0.53356 0.16351 2.20252 0.1 0.0 -0.2 0.31
C 0.33979 0.66225 1.11305 0.0 -0.1 0.3 0.17
H 0.43919 0.08195 6.78921 0.0 0.0 0.0 0.43
H 0.25697 1.25700 4.61398 0.0 0.0 0.0 0.45
H 1.26187 -2.36175 2.56903 0.0 0.0 0.0 0.54
H 1.44494 -3.54640 4.74078 0.0 0.0 0.0 0.42
O 1.30401 -3.67013 -6.39206 0.0 0.0 0.0 -0.69
N 1.11249 -2.45900 -6.33586 0.0 0.0 0.0 1.04
O 1.24127 -1.71618 -7.30243 0.0 0.0 0.0 -0.68
C 0.71331 -1.89566 -5.08576 -0.1 0.0 0.0 -0.85
C 0.58574 -2.73032 -3.95319 0.0 0.1 0.0 -0.18
C 0.15938 -2.22316 -2.77765 0.0 0.0 -0.1 -0.55
C -0.16981 -0.78421 -2.54156 -1.1 -0.2 -0.1 0.29
O 0.34416 -0.33188 -1.38431 0.5 1.3 0.5 -0.40
C -0.00293 -0.00302 -3.80658 0.4 -0.2 0.0 0.50
C 0.41412 -0.55249 -4.99944 0.0 0.0 0.1 -0.35
N -0.30578 1.35599 -3.82750 -0.2 0.4 0.2 1.14
O -0.35251 1.98716 -4.86694 0.1 0.0 0.0 -0.77
O -0.61340 1.94283 -2.74344 0.1 -0.5 0.0 -0.62
N 0.04146 -3.16106 -1.66369 0.1 0.0 0.1 1.10
O -0.54219 -2.80229 -0.66229 0.0 0.0 0.0 -0.55
O 0.53155 -4.27635 -1.80206 -0.1 0.0 0.0 -0.73
H 0.82802 -3.77898 -4.02285 0.0 0.0 0.0 0.64
H 0.50234 0.08281 -5.86701 0.0 0.0 0.0 0.63
Te -2.48988 -0.71778 -2.21843 0.0 0.1 0.0 0.30
C -3.20931 1.52343 1.34557 0.1 -0.1 0.1 -0.46
C -3.26981 0.77638 0.05937 0.3 -0.1 0.1 0.81
O -4.26126 0.26077 -0.40468 -0.1 0.0 0.0 -0.63
O -2.11600 0.63761 -0.63329 -0.3 -0.4 -0.2 -0.51
H -3.28139 2.59629 1.15256 0.0 0.0 0.0 -0.05
H -2.27426 1.33609 1.87020 0.0 0.0 0.0 -0.02
H -4.05678 1.22476 1.95704 0.0 0.0 0.0 0.35
Se -3.11728 5.24570 0.76589 0.2 -0.1 -0.3 -0.57
Sb -1.43476 5.18525 2.48762 -0.1 0.3 0.7 0.71
Se -0.51915 3.38954 0.48987 0.5 -1.4 -1.3 0.46
Se -1.71878 3.64056 4.27230 0.0 0.1 0.0 -0.52
Se 0.27055 6.81827 2.42403 0.0 0.0 0.1 -0.55
```
Positions in Å, forces in eV/Å.

Calculated values
Electronic energy   -12504.8870 a.u.
Net charge   -2
Kohn-Sham gap (alpha / beta)   5.4 / 5.4 eV


Record 4
ORCA calculation (ωB97M-V/def2-TZVPD) on a molecular structure, C24H20N9O2Tc at a distorted geometry.

Geometry as XYZ:
```
56
Properties=species:S:1:pos:R:3:forces:R:3:mulliken_charge:R:1
Tc 0.15473 -0.94979 3.67690 1.0 0.5 -0.6 1.34
C -0.24096 1.23459 -9.86672 -0.1 0.2 0.4 -0.83
O -0.48770 2.08550 -8.70651 0.0 0.1 -0.8 -0.39
C -0.40110 1.64358 -7.49847 0.1 -0.3 0.7 0.92
C -0.06237 0.29436 -7.15973 -0.1 0.5 -0.3 -0.64
C 0.00052 -0.05542 -5.84813 -0.1 0.2 0.4 -0.66
C -0.26219 0.89262 -4.82194 0.1 -0.3 0.6 0.48
C -0.59969 2.23079 -5.16980 0.1 -0.2 0.1 -0.53
C -0.67007 2.60305 -6.47027 0.1 -0.3 -0.4 -0.67
C -0.19529 0.54826 -3.42616 0.0 0.2 -1.5 0.38
N -0.41554 1.41114 -2.44392 0.0 0.0 1.1 -0.72
C -0.24975 0.70868 -1.30303 -0.4 1.5 -0.1 0.56
C 0.07545 -0.61441 -1.57368 0.3 -1.6 0.0 0.17
N 0.10389 -0.70271 -2.93176 0.1 -0.2 0.4 -0.08
C 0.31900 -1.58919 -0.54508 -0.2 0.6 -0.9 0.10
C 0.67336 -2.93736 -0.71615 0.0 0.0 -0.1 -0.15
C 0.89472 -3.72587 0.38788 0.1 -0.1 0.2 -1.08
C 0.76325 -3.17385 1.66210 0.0 -0.3 -0.2 -0.17
N 0.41599 -1.90316 1.84209 -0.3 0.5 0.7 -0.20
C 0.19807 -1.11411 0.76156 -0.2 1.2 0.5 0.55
C -0.14560 0.25719 1.05568 0.4 -1.2 -0.1 0.05
N -0.21521 0.58494 2.37349 0.2 -1.3 0.6 -0.18
C -0.49248 1.84092 2.71533 -0.1 0.8 -0.1 -0.10
C -0.72934 2.82839 1.75953 0.0 -0.1 0.7 -1.10
C -0.66991 2.50722 0.42333 0.0 -0.2 -0.5 -0.06
C -0.36708 1.18854 0.05164 -0.1 0.2 -0.5 0.14
H -0.38034 1.88498 -10.72072 0.0 0.0 0.0 0.26
H -0.96714 0.42531 -9.87924 0.0 0.0 0.0 0.38
H 0.78049 0.86361 -9.83027 0.0 0.0 0.0 0.37
H 0.13948 -0.43064 -7.93375 0.0 0.0 0.0 0.48
H 0.25854 -1.07743 -5.60406 0.0 0.0 0.0 0.27
H -0.79732 2.93954 -4.37855 0.0 0.0 0.0 0.52
H -0.92418 3.61092 -6.76976 0.0 0.0 0.0 0.48
H 0.30737 -1.52509 -3.47550 0.0 0.0 0.0 0.21
H 0.77885 -3.36294 -1.70614 0.0 0.0 0.0 0.51
H 1.17568 -4.76446 0.28791 0.0 0.0 0.0 0.47
H 0.94815 -3.76216 2.55127 0.0 0.0 0.0 0.49
H -0.52655 2.06100 3.77373 0.0 0.0 0.0 0.46
H -0.95183 3.83395 2.08665 0.0 0.0 0.0 0.46
H -0.84693 3.25261 -0.34107 0.0 0.0 0.0 0.66
N 2.00635 -0.76602 3.83570 -1.3 -0.1 0.1 -0.60
C 3.20556 -0.66152 3.99398 0.6 0.2 0.0 0.47
N 4.39038 -0.62399 4.09351 0.0 0.0 0.1 -0.24
C 5.56323 -0.20575 4.51317 -0.3 -0.1 -0.1 0.40
N 6.60434 0.14258 4.85839 0.1 0.0 0.0 -0.25
C -1.29733 -0.35470 8.80322 0.0 0.0 0.0 -0.98
N -0.85664 -0.35602 7.40517 0.0 0.0 0.0 -0.11
C -1.56088 -0.85088 6.40727 -0.2 -0.1 0.1 0.57
N -2.75581 -1.38815 6.60413 0.1 0.0 0.0 -0.35
O -1.09571 -0.81090 5.19736 0.2 0.0 -0.4 -0.78
H -0.52291 0.11529 9.40022 0.0 0.0 0.0 0.32
H -1.44028 -1.37296 9.16411 0.0 0.0 0.0 0.37
H -2.21397 0.22371 8.91779 0.0 0.0 0.0 0.36
H 0.04389 0.03153 7.17664 0.0 0.0 0.0 0.24
H -3.17758 -1.42468 7.51808 0.0 0.0 0.0 0.21
H -3.28162 -1.74065 5.82259 0.0 0.0 0.0 0.22
```
Positions in Å, forces in eV/Å.

Calculated values
Multiplicity   2
Electronic energy   -1649.6809 a.u.
Net charge   +3
Kohn-Sham gap (alpha / beta)   2.3 / 2.3 eV


Record 5
ORCA calculation (ωB97M-V/def2-TZVPD) on a single C6H11NO molecule at a distorted geometry.

Geometry as XYZ:
```
19
Properties=species:S:1:pos:R:3:forces:R:3:mulliken_charge:R:1
C -0.50552 -0.54441 0.75409 -0.2 -1.5 0.3 -1.07
C -0.69398 0.03467 -0.67175 0.1 -1.0 0.9 -0.16
C -0.63213 -1.05878 -1.71715 0.6 0.6 0.5 -0.18
C -1.48565 -1.09251 -2.71691 -0.2 -0.1 -0.7 -0.78
C 0.93542 -0.63536 1.24614 0.6 1.0 -0.2 0.51
N 1.64668 0.56061 1.28353 -0.8 -0.2 0.5 -0.18
C 1.03812 1.91276 1.44932 0.8 -1.7 -0.8 -0.82
O 1.50295 -1.67023 1.53532 -0.3 -0.2 -0.2 -0.64
H -1.11659 -0.08982 1.53037 0.0 0.6 -0.1 0.43
H -0.86931 -1.58089 0.79356 0.2 0.1 -0.2 0.36
H -1.71778 0.39991 -0.74882 0.3 0.8 0.0 0.27
H 0.12456 0.75195 -0.74794 -0.5 0.4 -0.7 0.27
H 0.16709 -1.79050 -1.62792 -0.2 -0.1 0.1 0.33
H -2.19075 -0.29790 -2.93686 -0.1 0.0 0.4 0.26
H -1.48488 -1.88849 -3.43919 0.2 -0.2 -0.2 0.26
H 2.58346 0.39847 1.62009 0.0 0.2 0.1 0.27
H 1.28264 2.42566 0.52552 -0.2 0.7 0.2 0.28
H 1.44644 2.40174 2.32560 0.0 0.2 0.0 0.31
H -0.03077 1.76312 1.54300 -0.1 0.4 0.1 0.30
```
Positions in Å, forces in eV/Å.

Calculated values
Electronic energy   -365.1874 a.u.
Structure (SMILES)   C=CCCC(=O)NC
Kohn-Sham gap   10.4 eV


Summary of relative energy (zero: lowest compared OMol25 entry of this formula, charge and spin) in kcal per mole
32.7; 139.1; 0.0; 6.5; 27.6
(order as listed above)